1.
This record from the Open Molecules 2025 dataset describes a 2-piece molecular cluster, C3H13N4 overall. The level of theory is ωB97M-V/def2-TZVPD.

```
20
Properties=species:S:1:pos:R:3:forces:R:3:mulliken_charge:R:1
C -0.0392 -0.6072 2.7800 -2.844 1.347 -0.526 -1.18
C 1.4067 0.6746 0.1034 0.706 -0.481 -0.898 -0.46
C -0.3720 -0.6321 1.3183 -4.381 -1.188 -0.628 0.73
N -2.0082 -1.2276 0.9098 4.343 -1.074 0.539 -0.75
N 0.4396 1.2558 -3.3679 -1.398 -0.377 -0.299 -0.79
N 0.1666 -0.1599 0.2263 1.335 -0.163 2.044 0.45
N -0.4092 -0.4595 -0.9246 -1.304 -0.860 -1.246 -0.70
H 0.0277 -1.5484 3.2611 -0.301 -1.474 -0.185 0.36
H -0.9376 -0.0853 3.3416 2.129 -0.521 -1.072 0.28
H 0.9201 -0.2307 2.9192 1.487 1.510 0.542 0.38
H 1.3071 1.4255 0.8668 0.175 0.543 0.046 0.38
H 2.3652 0.0902 0.2974 -1.448 0.547 -0.473 0.31
H 1.3708 1.1136 -0.9719 0.237 -0.815 2.255 -0.08
H -1.7130 -2.2032 0.5216 -0.992 1.941 0.867 0.31
H -2.6157 -1.3999 1.7508 1.360 0.308 -0.663 0.28
H 0.8917 0.9046 -4.2303 -0.969 0.653 0.543 0.23
H 1.1277 1.7474 -2.8622 0.993 0.838 0.390 0.24
H -0.1762 -0.0007 -1.8095 0.448 0.619 0.314 0.40
H -1.3761 -0.5690 -0.6631 -0.914 -0.268 -0.940 0.37
H -0.3761 1.9117 -3.4668 1.338 -1.084 -0.608 0.25
```
Forces are in eV/Å.

Summary:
HOMO in Eh: -0.4966
ΔE to the lowest compared entry with this formula, charge and spin in kcal/mol: 107.2
Gap between HOMO and LUMO in Ha: 0.3638
Total charge: +1
LUMO energy in Ha: -0.1328



2.
This record from the Open Molecules 2025 dataset describes C22H32BrGeN4OSbSe5Tl as an isolated structure. The level of theory is ωB97M-V/def2-TZVPD.

```
68
Properties=species:S:1:pos:R:3:forces:R:3:mulliken_charge:R:1
Tl 1.6634 0.3579 -0.2383 0.304 0.282 0.168 0.58
Br 3.3768 1.9829 -2.4335 0.064 -0.015 -0.094 -0.16
C 3.0358 3.6126 -1.5406 -0.225 -0.096 0.247 0.73
C 3.5659 4.7364 -2.0955 -0.002 0.243 0.035 -0.59
C 3.3576 5.9958 -1.4903 0.095 -0.096 -0.170 -0.57
C 2.6364 6.0792 -0.3428 -0.071 -0.038 0.101 -0.94
C 2.0974 4.9168 0.2665 0.015 -0.037 0.002 0.93
C 1.3972 5.0396 1.4937 0.079 0.096 -0.099 -0.88
C 0.9321 3.9371 2.1345 -0.012 -0.241 0.026 -1.01
C 1.1126 2.6613 1.5483 0.055 0.180 0.160 -0.64
C 1.7359 2.4870 0.3437 -0.140 0.075 -0.237 0.35
C 2.2771 3.6310 -0.3251 0.035 -0.001 -0.069 0.45
H 4.1536 4.6575 -2.9999 -0.029 0.009 0.003 0.41
H 3.7825 6.8836 -1.9435 -0.012 -0.035 0.002 0.37
H 2.4733 7.0370 0.1392 -0.006 -0.030 0.001 0.33
H 1.2657 6.0301 1.9176 0.022 -0.041 -0.024 0.33
H 0.4292 4.0251 3.0910 -0.004 -0.013 -0.023 0.42
H 0.7567 1.7922 2.0945 -0.025 -0.006 0.004 0.53
Se 4.0732 -4.3546 0.6558 0.016 0.023 -0.051 -0.70
Sb 4.0378 -1.9637 0.2985 -0.048 -0.332 0.193 0.73
Se 2.5364 -0.8373 2.0283 0.059 -0.133 -0.276 -0.57
Se 2.4932 -1.5454 -1.7854 0.056 0.159 0.379 -0.54
Se 6.0813 -0.7418 0.0457 -0.084 0.013 -0.081 -0.64
C 0.7234 -5.9123 1.7003 0.025 0.032 -0.024 -0.95
C 0.5455 -5.3413 0.2908 -0.153 0.311 0.040 -0.33
C 0.0971 -3.9383 0.3092 0.319 -0.425 0.087 -0.07
N -0.2297 -2.8388 0.3433 -0.170 -0.109 -0.021 0.02
H 0.8260 -6.9969 1.6408 0.032 0.048 0.006 0.35
H -0.1271 -5.6787 2.3411 -0.023 -0.025 -0.021 0.22
H 1.6295 -5.4991 2.1422 -0.028 0.031 0.017 0.23
H -0.1841 -5.9139 -0.2826 -0.048 0.001 -0.029 0.36
H 1.5016 -5.3521 -0.2349 0.060 0.018 -0.032 0.13
C -1.2437 -0.5829 -5.4577 0.087 0.053 0.157 -1.14
N -0.7932 0.2811 -4.3888 -0.051 -0.023 -0.036 0.10
C -0.6815 1.7243 -4.4455 -0.017 -0.189 -0.012 -0.34
C -0.3237 2.0538 -2.9916 0.046 -0.126 0.172 -0.22
O -0.1592 3.1756 -2.5778 0.000 0.033 0.048 -0.62
N -0.2459 0.8744 -2.2685 -0.246 0.244 -0.283 0.56
C -0.5578 -0.1002 -3.1114 0.109 -0.110 -0.056 0.02
N -0.6728 -1.3829 -2.7404 -0.114 0.087 -0.014 -0.07
H -1.6016 0.0342 -6.2779 -0.010 0.012 -0.013 0.38
H -2.0675 -1.2198 -5.1253 -0.003 0.022 0.001 0.37
H -0.4381 -1.2180 -5.8372 0.004 0.019 -0.002 0.30
H -1.6254 2.1996 -4.7167 -0.031 0.030 -0.025 0.34
H 0.1045 2.0674 -5.1181 0.051 -0.005 -0.017 0.32
H -0.3067 -1.6315 -1.8269 0.011 -0.020 -0.029 -0.36
H -0.5787 -2.0946 -3.4436 0.027 -0.030 -0.003 0.32
C -1.7004 -3.2547 3.8799 0.097 -0.125 0.130 -1.18
Ge -2.6372 -1.8610 2.8963 0.109 0.081 -0.084 0.58
C -3.5879 -2.5679 1.3546 -0.116 -0.081 -0.119 -1.08
C -3.9284 -0.9621 4.0511 -0.164 0.016 0.177 -1.31
C -1.2741 -0.5433 2.3852 0.104 0.043 -0.154 -0.80
Se -1.1980 -0.0886 0.4935 -0.257 0.335 -0.050 0.32
C -2.0057 1.6850 0.5985 0.086 -0.096 -0.031 -1.04
H -2.2330 -4.2078 3.8631 0.017 0.042 0.002 0.38
H -1.5667 -2.9514 4.9215 0.019 -0.044 -0.061 0.37
H -0.7114 -3.3891 3.4360 -0.049 -0.053 0.030 0.31
H -4.0253 -3.5412 1.5925 0.006 0.066 -0.015 0.41
H -2.9058 -2.6777 0.5134 -0.008 -0.037 -0.013 0.25
H -4.3900 -1.8853 1.0650 0.033 -0.043 -0.020 0.32
H -4.7139 -1.6519 4.3734 0.052 0.072 -0.015 0.38
H -4.3980 -0.1334 3.5158 0.013 -0.024 0.044 0.34
H -3.4325 -0.5666 4.9407 -0.053 0.006 -0.042 0.38
H -0.2875 -0.9504 2.6153 0.033 0.038 0.034 0.12
H -1.4008 0.3944 2.9252 0.035 0.010 0.066 0.59
H -3.0229 1.5893 0.9724 -0.027 -0.011 -0.005 0.40
H -2.0171 2.0865 -0.4132 0.035 -0.013 0.010 0.23
H -1.4255 2.3483 1.2345 0.017 -0.024 0.010 0.24
```
Forces are in eV/Å.

Summary:
HOMO in Eh: -0.1533
Gap between HOMO and LUMO in Ha: 0.2238
Total charge: -1
LUMO energy in Ha: 0.0705



3.
This record from the Open Molecules 2025 dataset describes C5H8O2 as an isolated structure. The level of theory is ωB97M-V/def2-TZVPD.

```
15
Properties=species:S:1:pos:R:3:forces:R:3:mulliken_charge:R:1
O 2.1388 -0.9203 -0.1786 -0.022 -0.104 -0.133 -0.57
C 0.9841 -0.3360 0.3750 -0.217 0.069 0.299 0.07
C 0.6264 1.0899 -0.1366 0.044 0.082 0.007 -0.69
C -0.8245 0.7986 -0.5420 -0.064 0.334 -0.089 -0.11
C -1.3915 -0.0433 0.6141 -0.053 0.026 0.127 -0.57
C -0.3586 -0.9994 0.0046 0.089 -0.338 0.168 -0.36
O -0.6558 -0.4343 -1.3018 0.076 -0.091 -0.123 -0.45
H 1.8912 -1.4329 -0.9541 -0.025 0.128 -0.164 0.33
H 1.1403 -0.3475 1.4589 -0.087 0.009 -0.119 0.32
H 0.7377 1.8674 0.6242 -0.052 -0.092 -0.095 0.30
H 1.2228 1.3496 -1.0151 -0.034 -0.043 0.146 0.30
H -1.4047 1.5688 -1.0557 0.139 -0.148 0.054 0.45
H -1.2570 0.2961 1.6460 0.002 -0.019 -0.172 0.25
H -2.4157 -0.3683 0.4218 0.164 0.041 0.025 0.27
H -0.4335 -2.0885 0.0392 0.040 0.146 0.070 0.47
```
Forces are in eV/Å.

Summary:
HOMO in Eh: -0.3569
ΔE to the lowest compared entry with this formula, charge and spin in kcal/mol: 40.1
Gap between HOMO and LUMO in Ha: 0.3941
LUMO energy in Ha: 0.0372



4.
This record from the Open Molecules 2025 dataset describes C3H5N3 as an isolated structure. The level of theory is ωB97M-V/def2-TZVPD.

```
11
Properties=species:S:1:pos:R:3:forces:R:3:mulliken_charge:R:1
C 0.8740 -0.9219 -0.1318 0.147 -0.382 -0.211 -0.69
N -0.5926 -0.1716 0.8050 0.007 0.141 -0.126 -0.42
C -1.5005 0.1951 -0.1264 -0.055 -0.055 -0.134 -0.06
N -1.1361 1.2690 -0.8277 -0.035 -0.163 0.118 -0.34
N 0.0635 1.6533 -0.3965 0.040 -0.133 0.168 -0.36
C 0.4062 0.7769 0.5603 0.056 0.343 0.137 0.05
H 0.7670 -0.6665 -1.1841 -0.048 -0.011 0.161 0.33
H 0.4689 -1.9001 0.1070 0.048 0.153 -0.011 0.28
H 1.9049 -0.8559 0.2163 -0.204 0.067 -0.006 0.33
H -2.4259 -0.3393 -0.2939 0.133 0.087 0.031 0.40
H 1.1965 0.9736 1.2727 -0.088 -0.048 -0.127 0.48
```
Forces are in eV/Å.

Summary:
HOMO in Eh: -0.3607
ΔE to the lowest compared entry with this formula, charge and spin in kcal/mol: 83.0
Gap between HOMO and LUMO in Ha: 0.3647
LUMO energy in Ha: 0.0040



5.
This record from the Open Molecules 2025 dataset describes a 2-piece molecular cluster, C5H12NO overall. The level of theory is ωB97M-V/def2-TZVPD.

```
19
Properties=species:S:1:pos:R:3:forces:R:3:mulliken_charge:R:1
C -0.4535 0.1107 -1.1447 -1.741 -1.089 -1.283 -0.59
O -0.4850 1.1066 -2.1404 0.620 0.829 0.709 -0.54
C 0.0898 0.3722 0.1969 1.153 1.297 2.141 0.05
C 0.0963 -0.5657 1.3604 -2.001 -0.642 -1.852 -0.55
C 0.7645 -1.7005 0.6196 2.459 -1.376 0.429 -0.32
C 2.1144 -1.7531 0.5052 -1.287 2.363 -0.466 -0.58
N -1.4623 1.6916 0.7981 0.661 1.657 -0.703 -0.72
H 0.1700 -0.6996 -1.5680 -0.466 0.072 0.348 0.32
H -1.5047 -0.1864 -0.9861 0.559 -0.770 -0.050 0.41
H -1.3926 1.3534 -2.3616 0.233 -0.154 0.141 0.37
H 0.9619 1.0243 0.3217 -0.388 0.565 -0.708 0.58
H 0.5426 -0.3373 2.3295 0.184 0.611 -0.588 0.35
H -0.9706 -0.7530 1.4706 0.091 -0.718 0.578 0.34
H 0.1934 -2.5053 0.1885 -0.492 -0.158 0.295 0.46
H 2.6171 -0.7718 0.6134 0.227 -0.889 0.815 0.18
H 2.7150 -2.5097 0.0483 -0.149 -0.578 -0.212 0.33
H -1.6974 2.0219 1.7353 0.567 -0.511 0.285 0.27
H -2.2657 2.0599 0.2768 -0.048 -0.899 -0.353 0.29
H -0.7511 2.3430 0.4461 -0.181 0.391 0.476 0.34
```
Forces are in eV/Å.

Summary:
HOMO in Eh: -0.5137
ΔE to the lowest compared entry with this formula, charge and spin in kcal/mol: 82.4
Gap between HOMO and LUMO in Ha: 0.3306
Total charge: +1
LUMO energy in Ha: -0.1830



6.
This record from the Open Molecules 2025 dataset describes a 2-piece molecular cluster, C4H14N3O overall. The level of theory is ωB97M-V/def2-TZVPD.

```
22
Properties=species:S:1:pos:R:3:forces:R:3:mulliken_spin:R:1
C 1.8190 -0.3089 -0.4097 -0.809 -0.378 0.206 0.46
C 0.5064 -0.5498 -1.1479 -0.623 0.806 0.421 0.01
C -0.2567 -1.7769 -0.6459 0.439 -0.366 -0.139 -0.04
N -2.4517 -0.1249 0.0916 -0.095 -0.268 -0.258 0.02
C -1.7143 -0.8923 0.9690 -0.505 0.467 0.079 0.18
N -0.7269 -1.6407 0.7208 0.128 -0.050 0.106 -0.04
N 1.6037 0.3844 0.9248 0.912 -0.169 -1.153 1.78
H 2.5196 0.3033 -0.9511 0.147 0.188 -0.262 -0.27
H 2.2422 -1.2759 -0.1978 0.565 -0.202 0.123 0.12
H 0.6386 -0.5882 -2.2224 0.441 -0.344 -0.252 0.01
H -0.1230 0.3362 -1.0208 -0.015 0.024 0.050 -0.06
H 0.4372 -2.6228 -0.6311 -0.024 -0.013 -0.136 -0.02
H -1.0277 -2.0666 -1.3737 -0.207 0.196 0.152 0.00
H -3.3182 0.2532 0.4360 0.033 -0.026 0.087 -0.02
H -2.5073 -0.4259 -0.8706 0.142 0.085 0.024 0.01
H -2.0445 -0.7479 1.9998 0.245 -0.130 -0.029 -0.08
H 2.5160 0.8238 1.2013 -0.054 -0.033 0.414 -0.73
H 1.2961 -0.2672 1.6595 -0.337 0.182 0.139 -0.34
H 0.9702 1.1923 0.7779 -0.381 -0.001 0.427 -0.13
H -0.6086 3.7166 -0.2884 -0.066 -0.078 0.238 -0.01
H 0.0393 2.9997 0.9488 -0.196 0.260 0.022 -0.07
O 0.1908 3.2785 0.0298 0.262 -0.150 -0.257 0.22
```
Forces are in eV/Å.

Summary:
HOMO (spin up / spin down) in Eh: -0.1154 / -0.3568
ΔE to the lowest compared entry with this formula, charge and spin in kcal/mol: 34.5
Gap between HOMO and LUMO (spin up / spin down) in Ha: 0.1410 / 0.3763
Spin multiplicity: 2
LUMO energy (spin up / spin down) in Ha: 0.0256 / 0.0195



7.
This record from the Open Molecules 2025 dataset describes an isolated molecule of CH3Br3OSi. The level of theory is ωB97M-V/def2-TZVPD.

```
9
Properties=species:S:1:pos:R:3:forces:R:3:mulliken_charge:R:1
C 0.8685 1.0377 0.5526 0.743 0.023 0.298 -0.58
O 0.4341 -0.3023 0.5572 0.012 -1.132 -0.238 -0.11
Si -0.5587 -1.0656 -0.4558 -1.691 2.230 0.733 0.57
Br -2.5720 0.4687 -0.6575 2.006 -1.453 -0.048 -0.33
Br 0.3651 -1.4665 -2.3514 0.014 -0.104 -0.515 -0.16
Br -1.2935 -2.7463 0.6397 -0.214 -0.724 0.081 -0.13
H 0.7849 1.3570 1.6056 0.964 0.026 -0.428 0.23
H 0.0896 1.5823 0.0845 -0.364 1.077 -0.959 0.29
H 1.8820 1.1350 0.0250 -1.471 0.056 1.076 0.21
```
Forces are in eV/Å.

Summary:
HOMO in Eh: -0.3785
ΔE to the lowest compared entry with this formula, charge and spin in kcal/mol: 11.4
Gap between HOMO and LUMO in Ha: 0.3713
SMILES string: CO[Si](Br)(Br)Br
LUMO energy in Ha: -0.0071